A structure of composition C36H47CrF12N4O6SSi2Te, computed with the ωB97M-V functional and the def2-TZVPD basis.

Structure (XYZ):
```
110
Properties=species:S:1:pos:R:3
Cr -0.60 -0.48 0.19
C 1.06 -5.24 4.62
C 0.45 -4.01 3.99
C 0.53 -2.77 4.60
C 0.00 -1.65 3.98
C -0.64 -1.72 2.74
N -1.09 -0.56 2.09
C -1.87 0.37 2.74
C -2.36 0.14 4.04
C -3.00 1.12 4.77
C -3.22 2.39 4.25
C -3.90 3.47 5.04
C -2.86 2.58 2.93
C -2.25 1.60 2.14
C -2.11 1.83 0.63
O -2.09 0.67 -0.11
C -0.79 2.58 0.32
F -0.68 3.01 -0.94
F 0.23 1.65 0.49
F -0.48 3.60 1.12
C -3.29 2.67 0.06
F -3.36 2.59 -1.27
F -4.46 2.26 0.54
F -3.17 3.99 0.35
C -0.75 -2.99 2.13
C -0.20 -4.10 2.77
C -1.55 -3.15 0.82
O -1.64 -2.04 0.03
C -3.00 -3.52 1.23
F -3.51 -2.55 2.01
F -3.81 -3.65 0.17
F -3.07 -4.67 1.93
C -0.97 -4.26 -0.11
F 0.32 -4.00 -0.37
F -1.03 -5.53 0.37
F -1.62 -4.29 -1.28
H 1.26 -5.08 5.68
H 2.00 -5.51 4.14
H 0.39 -6.10 4.54
H 1.02 -2.66 5.56
H 0.08 -0.69 4.46
H -2.22 -0.84 4.48
H -3.34 0.88 5.77
H -3.71 3.35 6.11
H -4.98 3.46 4.90
H -3.54 4.46 4.75
H -3.09 3.54 2.48
H -0.29 -5.07 2.32
C -4.83 0.57 -4.65
Si -3.68 -0.66 -3.82
C -3.28 -2.02 -5.05
C -4.47 -1.37 -2.29
C -2.13 0.24 -3.29
Te -0.62 -1.08 -2.55
C 0.88 -0.59 -4.00
Si 1.66 1.11 -4.15
C 3.14 0.91 -5.28
C 2.23 1.79 -2.51
C 0.42 2.31 -4.90
H -5.77 0.10 -4.93
H -4.37 0.99 -5.56
H -5.05 1.41 -3.98
H -4.19 -2.48 -5.42
H -2.67 -2.80 -4.59
H -2.73 -1.63 -5.91
H -5.23 -2.12 -2.52
H -4.94 -0.58 -1.70
H -3.72 -1.84 -1.65
H -2.36 0.88 -2.44
H -1.67 0.85 -4.07
H 0.40 -0.86 -4.94
H 1.68 -1.32 -3.82
H 3.90 0.32 -4.75
H 3.57 1.87 -5.56
H 2.87 0.37 -6.19
H 3.13 1.27 -2.20
H 1.46 1.65 -1.74
H 2.44 2.85 -2.59
H -0.15 1.85 -5.72
H 0.93 3.18 -5.30
H -0.30 2.66 -4.15
C 3.74 4.26 -0.45
C 3.69 2.99 0.40
S 5.34 2.54 0.89
O 6.08 2.17 -0.28
O 5.83 3.60 1.75
C 5.18 1.12 1.96
C 4.87 -0.26 1.38
N 3.61 -0.47 0.66
C 2.35 -0.37 1.18
N 1.46 -0.92 0.38
C 2.16 -1.45 -0.69
C 3.49 -1.18 -0.55
N 4.48 -1.46 -1.45
O 5.71 -1.29 -1.15
O 4.08 -1.91 -2.58
C 2.06 0.31 2.47
H 2.73 4.56 -0.71
H 4.30 4.09 -1.37
H 4.21 5.07 0.10
H 3.28 2.15 -0.16
H 3.11 3.15 1.31
H 4.53 1.43 2.77
H 6.19 1.07 2.37
H 4.90 -0.96 2.22
H 5.64 -0.55 0.66
H 1.72 -2.04 -1.47
H 2.48 -0.25 3.31
H 0.98 0.36 2.60
H 2.45 1.32 2.49
```

<S²> = 6.04
Total charge = -1
Highest occupied orbital energy (alpha / beta) = -3.18 / -5.25 eV
Spin multiplicity = 5
Kohn-Sham gap (alpha / beta) = 5.32 / 7.39 eV
LUMO (alpha / beta) = 2.1 / 2.1 eV

Atomic partial charges in e from the Löwdin method, atoms 1 to 2: atom 1 (Cr): 0.741, atom 2 (C): -0.054